The following is a DFT calculation (ωB97M-V/def2-TZVPD) of 20 unconnected molecules or ions with the total composition C68H167N12O30 in a non-equilibrium geometry.

LUMO level in eV: -5.39
Largest force on an atom in Eh/bohr: 0.103
ΔE to the lowest compared entry with this formula, charge and spin in eV: 0.000
HOMO energy in Ha: -0.4759
Total charge: +3

Element x y z (Å)
C: 0.6552 -2.0214 0.0137
C: 0.6207 -1.8615 -1.4281
C: 0.0246 -0.4969 -1.8254
O: 0.1755 -0.3644 -3.1035
C: -0.5502 0.3827 -1.0067
C: -0.5433 0.2131 0.4334
C: 0.1473 -1.1253 0.9879
O: 0.1064 -1.3973 2.1967
O: -0.8888 0.9957 1.3614
O: 0.9840 -2.6815 -2.2653
H: 1.0440 -2.9520 0.3614
H: -1.0145 1.2401 -1.4441
C: 5.4246 1.3188 4.1237
C: 6.7803 0.8288 4.6110
C: 6.7885 0.1795 5.9744
O: 6.0636 -0.9929 5.8693
C: 5.9392 -1.6459 7.1223
N: 7.2947 -0.1587 3.6580
H: 8.3474 -0.2677 3.7736
H: 6.9285 -1.0302 4.0316
H: 7.4910 0.2123 1.9708
H: 5.5267 1.9222 3.1699
H: 4.9081 1.9435 4.8632
H: 4.8086 0.4407 3.8404
H: 7.4940 1.7054 4.6797
H: 6.3019 0.8697 6.7114
H: 7.8109 0.0135 6.3001
H: 5.8819 -2.7079 6.8896
H: 5.1166 -1.1937 7.6935
H: 6.8869 -1.3779 7.6782
C: 3.3223 0.0545 -1.0910
C: 4.7091 0.7334 -1.0413
C: 4.8601 1.8182 -2.0306
O: 6.0413 2.5059 -1.5891
C: 6.4779 3.4775 -2.5798
N: 4.7771 1.2364 0.3850
H: 5.7722 1.4558 0.5851
H: 4.3280 2.6529 0.7477
H: 4.5007 0.4451 1.0074
H: 3.0531 -0.3979 -0.1651
H: 3.2539 -0.6154 -1.9623
H: 2.5323 0.8583 -1.3429
H: 5.5074 0.0401 -1.3231
H: 3.9296 2.3709 -2.1893
H: 5.0893 1.3803 -2.9979
H: 7.4031 3.9282 -2.2470
H: 5.7251 4.0812 -2.8356
H: 6.8220 2.9002 -3.4458
C: 2.4012 0.8266 -4.7616
C: 1.7689 1.8825 -3.8929
C: 2.3403 3.2690 -4.2857
O: 1.7378 4.2005 -3.4516
C: 2.2576 5.4683 -3.5096
N: 0.3065 1.9883 -3.9962
H: -0.0740 0.6437 -3.4292
H: -0.1460 2.7201 -3.4490
H: -0.0285 2.1106 -4.9358
H: 2.3729 1.1435 -5.8855
H: 1.8819 -0.1205 -4.7509
H: 3.4643 0.5516 -4.5263
H: 1.9075 1.7089 -2.8252
H: 2.1609 3.5439 -5.3871
H: 3.4857 3.2325 -4.1767
H: 3.3337 5.4722 -3.2364
H: 1.7613 6.0486 -2.8052
H: 2.2570 6.0143 -4.4843
C: -1.7009 1.2273 5.9452
C: -0.8862 0.9974 4.6971
C: 0.5522 0.5241 4.8523
O: 1.4112 1.4616 5.4233
C: 1.6591 2.6871 4.6738
N: -1.5814 -0.0340 3.8674
H: -1.6743 -0.9247 4.4155
H: -2.5447 0.3030 3.7276
H: -1.1094 -0.2469 2.9583
H: -1.7354 0.4759 6.6762
H: -2.8018 1.5472 5.8263
H: -1.2427 2.0889 6.5109
H: -0.9512 1.8674 4.0275
H: 0.9991 0.1144 3.9454
H: 0.4498 -0.2704 5.6248
H: 1.9827 2.4169 3.6363
H: 2.4164 3.1151 5.3362
H: 0.7232 3.3050 4.6262
C: 4.4978 7.7782 -0.6781
C: 5.6371 7.4886 0.3154
C: 5.7241 8.5578 1.4433
O: 6.5205 8.1707 2.5672
C: 7.9393 8.1534 2.2210
N: 5.3865 6.1599 1.0470
H: 5.9248 6.1692 1.9533
H: 4.3678 6.0492 1.3921
H: 5.7181 5.3360 0.5410
H: 4.7500 8.6118 -1.2496
H: 3.6375 7.8732 -0.0556
H: 4.2761 6.9380 -1.2903
H: 6.6127 7.2993 -0.0249
H: 4.7389 8.8473 1.8889
H: 6.0190 9.4906 0.9120
H: 8.0792 7.3544 1.4541
H: 8.4367 7.8641 3.2114
H: 8.2619 9.1492 2.0044
C: 1.6678 -5.0329 -5.1065
C: 0.4807 -4.0865 -5.3421
C: -0.7823 -4.5626 -4.5988
O: -1.9587 -3.8387 -4.9145
C: -2.5940 -4.1227 -6.1069
N: 0.7561 -2.6914 -4.9494
H: 0.0530 -2.0307 -5.2153
H: 0.8798 -2.5018 -3.8733
H: 1.5876 -2.4458 -5.6142
H: 1.8517 -5.7753 -5.9436
H: 1.5271 -5.7128 -4.3240
H: 2.5407 -4.4074 -4.9506
H: 0.3062 -4.0553 -6.3795
H: -0.6467 -4.2870 -3.5992
H: -0.8687 -5.6600 -4.8345
H: -2.2131 -3.4124 -6.8898
H: -3.6560 -3.8790 -6.0575
H: -2.4260 -5.1450 -6.3545
C: 1.9465 -6.0054 4.1695
C: 1.8810 -4.4771 4.0867
C: 3.0915 -3.9979 3.3240
O: 3.1122 -2.6152 3.1933
C: 4.1280 -2.2872 2.2320
N: 0.6158 -4.0942 3.3012
H: -0.2221 -4.2789 3.8382
H: 0.4961 -3.0899 3.1093
H: 0.6373 -4.5450 2.3966
H: 0.8822 -6.3160 4.4234
H: 2.6496 -6.4477 4.8934
H: 2.1969 -6.4892 3.2110
H: 1.8245 -3.9023 5.0587
H: 2.9481 -4.4373 2.2913
H: 4.0589 -4.2943 3.7335
H: 5.0193 -2.8896 2.4067
H: 4.3531 -1.2927 2.4798
H: 3.7808 -2.4787 1.2689
C: -9.2180 0.7664 1.0999
C: -8.8630 2.1005 0.5430
C: -10.1682 2.9734 0.2685
O: -9.9731 4.1536 -0.4768
C: -11.1742 4.9423 -0.4899
N: -7.7668 2.8140 1.1906
H: -6.3691 2.1728 1.7900
H: -7.3043 3.4917 0.5523
H: -7.9746 3.4406 1.9936
H: -9.4974 0.7915 2.1837
H: -8.3620 0.1398 1.0508
H: -10.0522 0.2974 0.5422
H: -8.4681 1.8520 -0.4308
H: -10.6587 3.1840 1.2037
H: -10.8514 2.3361 -0.3643
H: -11.0319 5.8049 -1.2201
H: -11.2062 5.4442 0.4835
H: -12.0520 4.3426 -0.6335
C: -3.5472 -0.7394 -7.7103
C: -2.5633 0.4005 -8.0752
C: -1.7335 0.9238 -6.8732
O: -0.5236 1.4663 -7.2964
C: -0.5972 2.8905 -7.4233
N: -1.5709 -0.1354 -9.0667
H: -0.4912 -1.2928 -8.3177
H: -2.0723 -0.2239 -9.9873
H: -0.8857 0.6021 -9.1865
H: -3.0699 -1.6084 -7.2787
H: -4.0212 -1.1416 -8.6356
H: -4.4571 -0.4125 -7.1572
H: -3.0859 1.1721 -8.6139
H: -1.4365 -0.0354 -6.3714
H: -2.3168 1.6190 -6.2342
H: -1.4106 3.1688 -8.1086
H: 0.3245 3.2977 -7.8043
H: -0.8698 3.4718 -6.5354
C: -6.9410 -5.3838 0.9863
C: -5.7903 -4.5939 0.2114
C: -4.7768 -4.0266 1.2210
O: -3.7809 -3.3166 0.5787
C: -2.7613 -2.8930 1.4766
N: -5.0347 -5.4954 -0.6790
H: -3.7685 -5.8745 -0.0668
H: -5.5706 -6.1456 -1.2009
H: -4.6326 -4.9446 -1.4621
H: -7.7143 -4.6907 1.2332
H: -6.6242 -5.7354 1.9838
H: -7.4401 -6.1708 0.3900
H: -6.2997 -3.7577 -0.3782
H: -4.4246 -4.9948 1.6800
H: -5.3320 -3.5118 1.9780
H: -2.0110 -2.7049 0.7777
H: -2.5066 -3.6993 2.2248
H: -3.0503 -2.0319 2.0399
C: -2.5940 3.8180 1.7563
C: -3.4375 3.9386 0.5141
C: -2.7566 5.1214 -0.2548
O: -3.2269 6.3077 0.3418
C: -2.9374 7.4727 -0.4006
N: -3.2439 2.6698 -0.2462
H: -3.4154 1.8937 0.3687
H: -3.9755 2.8938 -1.6272
H: -2.2018 2.5852 -0.3865
H: -1.5696 3.7039 1.4620
H: -2.8070 2.9291 2.3360
H: -2.7287 4.8038 2.2898
H: -4.5127 3.9745 0.7187
H: -2.8695 5.1342 -1.3977
H: -1.7361 4.9503 -0.0767
H: -3.9055 7.8200 -0.7893
H: -2.2752 7.1225 -1.2091
H: -2.5164 8.3397 0.1607
C: -3.5591 -7.8954 4.5468
C: -2.1247 -8.1339 4.1853
C: -1.8025 -9.3774 3.3268
O: -0.4102 -9.4218 3.1383
C: 0.2644 -10.6864 3.2767
N: -1.5835 -6.9505 3.4116
H: -0.6622 -7.0408 3.0045
H: -2.1741 -6.5320 2.6535
H: -1.4619 -6.1694 4.1253
H: -3.9054 -8.7754 5.0886
H: -4.2109 -7.9144 3.6349
H: -3.6746 -6.9730 5.0363
H: -1.5847 -8.1754 5.1420
H: -2.2679 -9.3022 2.3213
H: -2.2299 -10.2469 3.8437
H: -0.0215 -11.2401 4.2360
H: 1.2794 -10.3172 3.3415
H: 0.1695 -11.3964 2.4730
C: 1.6466 -0.4982 -9.0865
C: 1.3942 -1.3181 -7.8929
O: 2.2061 -1.5641 -7.0364
O: 0.1382 -1.8749 -7.7049
H: 2.4733 -1.0074 -9.6293
H: 1.8720 0.5691 -8.9700
H: 0.7819 -0.7122 -9.7255
C: -2.0088 -3.7338 6.9043
C: -1.5471 -3.7683 5.4914
O: -1.3615 -2.7636 4.7383
O: -1.2314 -4.9667 5.0780
H: -3.0397 -3.3965 6.8845
H: -1.3720 -3.0017 7.3755
H: -2.0127 -4.7715 7.3338
C: -1.5071 -4.9612 -1.0047
C: -1.7350 -5.6129 0.2970
O: -0.8297 -5.6146 1.1490
O: -2.8981 -6.1726 0.5008
H: -1.8177 -5.5133 -1.8542
H: -0.5299 -4.5566 -1.0417
H: -2.1316 -4.0354 -1.0642
C: 1.8774 2.9581 0.8257
C: 2.9215 4.0277 1.1090
O: 2.6161 5.1632 1.4858
O: 4.1709 3.6844 1.0892
H: 2.2664 2.0297 1.2711
H: 1.7020 2.8715 -0.2226
H: 0.9665 3.2243 1.3111
C: 9.3937 2.2104 0.2784
C: 8.2437 1.7719 1.0927
O: 7.4060 2.5433 1.5308
O: 8.2081 0.4814 1.2719
H: 9.7862 3.1443 0.7125
H: 9.0077 2.3519 -0.7309
H: 10.1735 1.5120 0.0860
C: -3.8007 3.7933 -4.7459
C: -3.2908 3.2111 -3.4438
O: -4.2608 3.1595 -2.6008
O: -2.1177 2.9067 -3.2750
H: -3.0331 4.2324 -5.3886
H: -4.4779 4.5414 -4.5137
H: -4.2928 2.9987 -5.3404
C: -6.4489 2.0096 4.3088
C: -5.3659 1.6009 3.4128
O: -5.4769 1.8246 2.1163
O: -4.3343 1.1898 3.9339
H: -7.1061 2.8283 3.9142
H: -5.8663 2.3815 5.1896
H: -7.1554 1.2110 4.5058